{"formula": "C45H58BCdN9P2SSe2", "method": "ωB97M-V with the def2-TZVPD basis set", "spin_multiplicity": 1, "relative_energy_kj_mol": 0.0, "homo_lumo_gap_ev": 6.62, "homo_ev": -7.31, "fmax_ha_per_bohr": 0.0518, "species": ["Cd", "Se", "Se", "S", "P", "P", "N", "N", "N", "N", "N", "N", "N", "N", "N", "C", "C", "C", "C", "C", "C", "C", "C", "C", "C", "C", "C", "C", "C", "C", "C", "C", "C", "C", "C", "C", "C", "C", "C", "C", "C", "C", "C", "C", "C", "C", "C", "C", "C", "C", "C", "C", "C", "C", "C", "C", "C", "C", "C", "C", "B", "H", "H", "H", "H", "H", "H", "H", "H", "H", "H", "H", "H", "H", "H", "H", "H", "H", "H", "H", "H", "H", "H", "H", "H", "H", "H", "H", "H", "H", "H", "H", "H", "H", "H", "H", "H", "H", "H", "H", "H", "H", "H", "H", "H", "H", "H", "H", "H", "H", "H", "H", "H", "H", "H", "H", "H", "H", "H"], "xyz": [[-0.77611, 0.07491, -0.50814], [-1.10064, 1.97603, -2.76841], [2.43489, -2.65622, -2.19004], [-2.21082, -7.60597, -2.24791], [-3.71705, 0.54432, 0.25220], [2.42840, 0.45862, 1.57066], [3.45136, -0.29642, -3.48536], [-1.95777, 2.37489, 1.35682], [0.22885, 2.16932, 2.08119], [-0.52487, -2.33388, 0.11939], [-0.35001, 0.44173, -5.25713], [-1.50410, -6.94288, -0.95920], [4.79451, -1.96471, -3.54144], [-2.31457, -6.37364, -3.24347], [-1.90426, -1.64115, -2.07735], [3.56414, -1.55365, -3.12256], [3.51785, 1.66848, 0.66421], [1.42134, 1.60129, 2.63202], [-0.76478, 4.87098, 4.43550], [-5.19334, 0.03452, 2.73789], [5.52072, -0.85051, -4.00762], [0.10313, -2.66695, 1.24299], [-4.25249, -1.87008, 1.34467], [0.09653, 3.99465, 3.81995], [-1.98092, -3.89298, -2.91965], [7.22249, 0.57927, -4.75592], [3.90216, 0.41778, 4.14830], [-0.79105, -4.65510, -0.34170], [-2.09473, 4.94463, 4.07405], [-4.97005, 1.48644, -2.02281], [-2.61744, -3.43114, -4.06557], [-1.79242, -5.29419, -2.59194], [-0.64030, 0.94163, -4.26105], [6.31431, 1.65915, -4.72126], [2.28877, 0.56511, -3.33691], [4.63889, -1.14189, 2.34635], [4.14563, 0.82119, -0.46115], [2.50533, -1.49123, 3.55070], [4.96045, 1.46211, -4.38981], [-3.26031, 2.26905, 0.72632], [-3.04119, -2.06083, -4.17041], [-4.01859, -0.39311, 1.83583], [-0.94690, -3.29660, -0.69264], [-2.59102, -1.22807, -3.14686], [4.63222, 0.17269, -4.01420], [6.82239, -0.70084, -4.37939], [-6.14831, 1.98626, 0.12144], [-1.61516, -2.93125, -1.93669], [-2.75277, -0.32861, 2.67782], [-5.29570, 0.94366, -0.60281], [-2.60124, 4.16030, 3.01104], [-6.18598, -0.33792, -0.77882], [-1.32724, -5.63779, -1.27621], [-0.27023, -4.99274, 0.94512], [0.25105, -3.97632, 1.70143], [4.60207, 2.40623, 1.41631], [-1.75921, 3.26229, 2.39914], [2.51878, 2.58774, -0.02932], [-0.38476, 3.15737, 2.80508], [3.42767, -0.41272, 2.96819], [-0.70108, 1.63645, 1.08042], [2.05962, 2.43100, 2.97655], [5.01758, -1.91276, 3.05710], [-4.63796, 0.64495, -2.69781], [-3.97137, 2.76835, 1.36345], [1.14461, 3.93961, 4.03087], [4.54032, 1.56591, -1.21214], [3.00282, 3.27386, -0.79600], [-4.13297, 2.22067, -1.88854], [-1.88065, -0.57181, 2.08693], [-3.60858, -1.57407, -4.97895], [-4.12871, -2.60477, 2.10004], [7.44730, -1.55226, -4.28913], [5.36896, 1.70484, 1.75436], [-6.61046, -0.69654, 0.14446], [5.51930, -0.51930, 2.07885], [4.73862, -0.07486, 4.67429], [2.40231, -2.29637, 2.81594], [-5.17115, -0.37446, 3.71862], [-3.25172, 2.75178, -0.24458], [1.24883, 1.02636, 3.56382], [-0.16899, -6.01031, 1.26872], [0.48973, -1.84601, 1.84148], [3.53465, 0.06146, -0.95248], [-2.62810, 0.66568, 3.13611], [-0.44725, 5.51956, 5.29547], [-5.67486, 2.93962, 0.26478], [-5.86500, 1.89745, -2.45343], [-5.25913, -2.03795, 0.95168], [-6.17614, -0.09934, 2.26662], [-5.53129, -1.13159, -1.15944], [-6.53597, 1.67060, 1.08890], [2.52077, 1.44221, -2.72577], [5.20852, -2.81893, -3.21824], [-2.80643, -0.20270, -3.32084], [4.17834, 2.23527, -4.43979], [4.25654, -1.57543, 1.42616], [-2.74001, 5.59530, 4.63086], [1.84108, 1.97482, -0.63759], [-3.65727, 4.19957, 2.75571], [-6.94077, -0.13957, -1.53724], [-2.80100, -4.16225, -4.88111], [5.10942, 0.31707, -0.17877], [1.53118, -0.04853, -2.78810], [6.53951, 2.69349, -4.97635], [0.77985, -4.18188, 2.61115], [3.13479, 0.63484, 4.87637], [-7.07803, 2.18857, -0.47150], [1.89017, 3.23303, 0.59441], [4.30029, 2.99439, 2.26077], [5.13574, 3.09267, 0.73681], [2.94031, -1.89169, 4.45935], [-3.56650, -2.03244, 0.47275], [-5.15161, 1.11954, 2.90908], [1.89302, 0.86823, -4.31701], [8.30244, 0.71462, -4.97830], [4.23975, 1.40784, 3.87888], [1.56093, -1.06962, 3.81442], [-2.89190, -1.07748, 3.47604]], "atomic_forces_ev_per_a": [[-0.405, -0.072, -0.337], [0.492, -0.870, -0.337], [-0.273, 0.169, 0.061], [0.324, -0.594, 0.280], [0.618, 0.030, 0.132], [-0.117, -0.288, 0.722], [-1.081, 1.877, -0.309], [0.963, -0.539, -0.406], [-0.621, -0.972, -0.861], [0.577, 0.494, 0.492], [0.085, -0.572, -0.454], [0.039, 1.179, -0.716], [0.808, 0.684, 0.090], [0.529, 1.823, 0.469], [0.110, 0.840, -0.560], [0.231, -1.956, 0.233], [-0.318, -0.784, -0.407], [1.317, 0.019, 0.738], [-0.177, 1.169, 1.481], [-0.234, 1.627, -1.391], [-0.348, -1.751, 0.262], [-0.204, 0.378, 0.071], [0.267, 1.196, -1.526], [0.291, -1.153, -1.237], [0.258, 0.773, 0.266], [0.819, 0.351, 0.320], [0.458, 0.715, 0.239], [-0.462, -0.129, 0.614], [-0.262, -0.666, -0.832], [1.584, -1.009, 0.667], [-1.197, 0.979, -1.348], [-0.607, -1.232, 0.664], [-0.563, 1.248, 0.956], [-0.957, 0.065, -0.262], [-0.831, -0.695, 0.529], [0.152, 0.163, 0.029], [2.447, 0.800, -0.681], [0.714, -0.227, -0.839], [0.498, -0.118, -0.219], [0.692, -0.412, 0.118], [1.263, -1.746, 0.714], [-1.273, -0.948, 0.086], [0.325, -1.403, 0.430], [-0.204, -1.131, -0.471], [-0.738, 1.471, -0.019], [-0.002, 0.711, -0.133], [-1.464, 0.047, -0.396], [-0.494, -0.015, -0.658], [-0.381, -0.096, 0.552], [-1.725, -0.487, -0.290], [-0.247, 0.391, 0.927], [1.507, 0.411, -0.487], [-0.100, -0.943, -0.013], [0.131, 0.594, -1.561], [-0.251, 0.233, -0.411], [0.997, -0.134, -0.586], [1.512, 0.012, -0.001], [-0.093, 1.037, -1.381], [-1.701, 1.196, 0.822], [0.466, 0.190, 0.094], [-0.712, 0.518, 0.829], [0.102, -0.217, -0.215], [-0.376, 0.318, -0.551], [-0.145, 0.949, 0.748], [-0.372, -0.012, 0.101], [0.349, 0.124, 0.516], [-0.588, -0.706, 0.237], [-0.110, -0.748, 0.947], [-0.928, -0.442, -0.885], [0.354, -0.097, 0.030], [0.462, -0.816, 0.234], [0.526, -0.596, 0.896], [0.907, -0.405, -0.245], [-0.092, 0.009, 0.131], [-0.371, 0.100, 0.244], [-0.714, -0.041, 0.242], [-0.350, 0.033, -0.163], [-0.227, 0.009, 0.224], [0.067, -0.883, 0.737], [-0.041, 0.547, -0.126], [-0.440, 0.237, -0.313], [-0.171, -0.385, -0.116], [-0.101, -0.014, -0.227], [-0.300, 0.322, 0.263], [0.064, -0.394, -0.154], [-0.040, -0.752, -1.051], [0.316, 0.444, -0.087], [-0.284, 0.523, -0.177], [0.101, 0.276, 0.103], [0.259, -0.403, 0.204], [-0.231, -0.059, -0.097], [0.281, -0.193, 0.075], [0.136, -0.153, -0.162], [-0.143, -0.181, 0.033], [0.163, 0.923, 0.741], [0.719, -0.254, 0.125], [0.363, -0.587, -0.181], [-0.317, 0.232, 0.007], [-0.137, 0.108, 0.189], [0.182, 0.183, -0.007], [-0.231, 0.016, 0.129], [-0.092, 0.610, 0.682], [-0.945, 0.197, 0.256], [0.479, 0.624, -0.614], [0.619, -0.415, -0.092], [0.036, 0.050, 0.365], [-0.481, -0.286, 0.304], [0.718, -0.147, 0.205], [0.311, -0.259, 0.141], [-0.519, 0.269, 0.439], [-0.273, -0.115, 0.033], [0.203, -0.182, 0.173], [-0.322, -0.338, 0.830], [0.177, -0.034, 0.003], [0.189, -0.225, 0.404], [-0.999, 0.187, 0.021], [0.419, 0.223, -0.331], [-0.909, 0.137, 0.143], [0.319, 0.239, -0.122]], "mulliken_charge": [2.2564, -0.2056, -0.2069, 0.1321, 0.8023, -0.2838, 0.4556, 0.6452, 0.9104, 0.7717, -0.7510, -0.6045, -0.0429, -0.6014, 0.7751, -0.2668, 2.8040, -1.1809, -0.8635, -1.8629, 0.1269, -0.3582, -1.8745, -0.5441, 0.6833, -0.5381, -1.9206, 1.0484, -0.8108, -1.2271, -0.7113, 0.2261, 0.4644, -0.7227, -1.0390, -1.9305, -1.8690, -1.8875, -0.3043, -1.4048, -1.2564, 2.2314, -1.0582, -0.8099, 0.7038, -0.8032, -1.9302, -0.8087, -2.0198, 1.7456, -1.1813, -2.0840, 0.6582, -1.0919, -0.9668, -1.7903, 0.9693, -1.4002, 0.6748, 2.0438, -0.2883, 0.2231, 0.5094, 0.0060, 0.1153, 0.4693, 0.5140, 0.4681, 0.1748, 0.0311, 0.4538, 0.5155, 0.4432, 0.3435, 0.2794, 0.2355, 0.4936, 0.1892, 0.4605, 0.2367, 0.4935, 0.5221, 0.0765, -0.0193, 0.0919, 0.2980, 0.3951, 0.5938, 0.2529, 0.3324, 0.3954, 0.2788, 0.3660, 0.3202, 0.6600, 0.4092, 0.4622, 0.4244, -0.1458, 0.4394, 0.5560, 0.4212, 0.2263, -0.2021, 0.3880, 0.6407, 0.3730, 0.5013, 0.2790, 0.3077, 0.4112, 0.5622, 0.3434, 0.3550, 0.5937, 0.3237, 0.2580, 0.3958, 0.8301]}